[1]
Entry from OMol25: C24H25Cl3NO3Pt as an isolated structure in a non-equilibrium geometry (ωB97M-V/def2-TZVPD).

XYZ file:
```
57
Properties=species:S:1:pos:R:3:mulliken_charge:R:1
C 2.0434 -0.2599 2.4096 -0.806
C 2.3527 -0.9290 1.2225 -0.910
C 1.9840 -0.1257 0.1205 0.598
H 2.8684 -1.8920 1.1575 0.366
C 1.4240 1.1037 0.6243 -1.186
C 1.4665 1.0289 2.0919 -0.743
H 1.2151 2.0301 0.0825 0.730
C -1.1663 -2.0749 2.9946 -1.103
C -0.1865 -2.9293 2.5314 -0.850
C -0.1411 -2.8453 1.0969 -0.369
H 0.4198 -3.5872 3.1440 0.414
C -1.0996 -1.9441 0.6571 -0.600
C -1.7567 -1.3337 1.8570 -0.578
H 2.2108 -0.3401 -0.9258 0.401
H 1.5647 1.9223 2.7024 0.631
H 2.2312 -0.6174 3.4153 0.379
H -2.8147 -1.0793 1.8119 0.537
H 0.4932 -3.4541 0.4590 0.472
H -1.4611 -1.9588 4.0251 0.415
Pt -0.6428 0.4311 1.5394 1.495
C -1.5508 -1.6582 -0.7479 3.782
C -3.0807 -1.7509 -0.7949 -2.173
C -1.0202 -2.6515 -1.7846 -2.429
H -3.3477 -2.7560 -0.4262 0.423
H -3.4403 -1.6416 -1.8235 0.488
H -3.5733 -0.9889 -0.1851 0.457
H -1.3550 -3.6658 -1.5593 0.424
H 0.0733 -2.6591 -1.8528 0.409
H -1.4127 -2.3727 -2.7757 0.466
C -0.9183 -0.2788 -1.1211 1.014
C -1.7841 0.9384 -1.3057 -0.067
H -0.3108 -0.3776 -2.0325 -0.994
H -0.1567 -0.0330 -0.3086 -0.820
O -2.4199 1.4012 -0.3467 -0.574
N -1.5841 1.5341 -2.5892 -0.194
C -0.3511 2.3724 -2.5989 -0.940
H -2.4146 2.0072 -2.9431 0.379
C 0.9511 1.6537 -2.9492 0.953
C 2.1405 2.2991 -2.5851 -0.526
H 2.0987 3.2567 -2.0627 0.343
C 3.3869 1.7498 -2.8890 -0.539
H 4.3022 2.2671 -2.6032 0.349
C 3.4790 0.5374 -3.5779 -0.503
H 4.4505 0.1098 -3.8454 0.359
C 2.3019 -0.1152 -3.9534 -0.524
H 2.3404 -1.0621 -4.4949 0.368
C 1.0454 0.4452 -3.6588 -0.280
H 0.1327 -0.0710 -3.9734 0.401
H -0.2690 2.7116 -1.5455 0.262
H -0.5051 3.2820 -3.2212 0.474
Cl -2.0921 3.7179 5.6158 -0.145
C -1.1690 2.2263 5.3836 0.637
Cl 0.5807 2.4311 5.7203 -0.161
Cl -1.7732 0.8703 6.3774 -0.149
C -1.2779 1.8427 3.8501 0.149
O -1.5847 2.6678 2.9830 -0.608
O -0.8975 0.6155 3.6082 -0.805
```

## Properties
- spin multiplicity = 3
- E_HOMO (spin up / spin down) (eV) = -3.225 / -3.766
- charge = -1
- expectation value of S² = 2.035
- E (eV) = -73737.13663



[2]
Entry from OMol25: C5H7BrS as an isolated structure in a non-equilibrium geometry (ωB97M-V/def2-TZVPD).

XYZ file:
```
14
Properties=species:S:1:pos:R:3:mulliken_charge:R:1
C 2.2339 -1.0793 -0.3473 -0.082
C 1.3732 -0.2372 -0.4116 -0.516
C 2.8112 -1.5739 2.2791 -0.014
C -1.0172 -0.2673 0.0214 -1.100
C 0.1604 0.5801 -0.4808 -0.312
S 1.8833 -0.6460 3.4090 -0.044
Br 3.9832 -2.7048 3.2461 -0.135
H 3.1551 -1.4621 -0.4668 0.542
H 1.1667 0.0006 2.5103 0.113
H -1.3634 0.1143 0.9756 0.287
H -0.7317 -1.3374 0.1445 0.343
H -1.7531 -0.2864 -0.8187 0.347
H 0.2873 1.4825 0.0834 0.315
H -0.0522 0.5191 -1.5489 0.257
```

## Properties
- spin multiplicity = 1
- relative energy (zero: lowest compared OMol25 entry of this formula, charge and spin) (kcal per mole) = 102.3
- E_HOMO (eV) = -8.502
- charge = 0
- E (eV) = -86170.66620



[3]
Entry from OMol25: a 9-piece molecular cluster, C19H38Cl8O5 overall in a non-equilibrium geometry (ωB97M-V/def2-TZVPD).

XYZ file:
```
70
Properties=species:S:1:pos:R:3:mulliken_charge:R:1
C 2.9582 -1.0709 -4.4112 -0.057
Cl 3.1581 0.3525 -3.4288 -0.149
Cl 3.5109 -2.4892 -3.5138 -0.160
H 1.8732 -1.1407 -4.4896 0.062
H 3.5319 -0.9649 -5.3319 0.301
C 1.7035 1.2738 6.4258 -0.160
Cl 0.5406 2.4974 5.9419 -0.163
Cl 2.4052 1.5934 7.9895 -0.164
H 1.1806 0.3245 6.3098 0.254
H 2.5373 1.2666 5.7238 0.231
C -5.9658 -0.4477 1.9484 -0.140
Cl -6.9107 1.0233 1.7265 -0.144
Cl -7.0404 -1.8274 1.4504 -0.166
H -5.1220 -0.4232 1.2589 0.182
H -5.6546 -0.5789 2.9848 0.268
C -1.6072 -5.6528 3.0522 -0.171
Cl -2.9292 -5.0675 4.1304 -0.155
Cl -0.1192 -5.8219 4.0540 -0.156
H -1.7593 -6.6415 2.6192 0.302
H -1.4506 -4.9616 2.2240 0.183
C 1.1266 -0.5653 0.5953 -0.937
C 0.8048 -0.8069 2.0453 0.831
O 1.7432 -0.8084 2.8739 -0.622
C -0.6803 -0.8907 2.4638 -1.031
H 0.4127 -0.8215 -0.1875 0.316
H 2.0859 -1.0254 0.3579 0.343
H 1.3363 0.5027 0.5360 0.215
H -1.1696 0.0556 2.6942 0.245
H -0.7174 -1.4955 3.3698 0.346
H -1.2392 -1.4859 1.7416 0.299
C 6.3924 5.3797 2.4112 -0.940
C 5.1644 4.5428 2.0256 0.708
O 4.1761 4.4723 2.8056 -0.576
C 5.3174 3.5449 0.8980 -0.955
H 6.2253 6.4422 2.5878 0.317
H 7.0892 5.3104 1.5759 0.312
H 6.8435 4.8459 3.2477 0.256
H 4.8856 3.9360 -0.0233 0.265
H 4.7828 2.6567 1.2348 0.258
H 6.3384 3.2534 0.6514 0.356
C -2.1261 2.2345 -4.7189 -1.018
C -1.5372 1.0563 -5.4699 0.820
O -0.6874 1.1213 -6.3341 -0.569
C -2.1670 -0.2266 -5.0640 -1.097
H -1.8443 2.0186 -3.6883 0.209
H -3.2158 2.2534 -4.7391 0.343
H -1.9470 3.2459 -5.0836 0.334
H -3.2024 -0.1047 -5.3823 0.389
H -2.0780 -0.3578 -3.9855 0.325
H -1.7358 -1.0833 -5.5817 0.268
C -1.3491 -5.9351 -3.5367 -0.957
C -0.5291 -5.4027 -2.3726 0.722
O -0.3620 -4.2317 -2.1488 -0.547
C -0.1029 -6.4479 -1.3105 -1.101
H -2.3523 -5.5103 -3.5729 0.299
H -1.3592 -7.0222 -3.6156 0.316
H -0.8693 -5.5237 -4.4247 0.299
H 0.2543 -6.0541 -0.3589 0.304
H 0.6328 -7.0504 -1.8431 0.318
H -0.8594 -7.2004 -1.0880 0.345
C -0.5953 4.3394 0.8797 -0.967
C -1.8552 3.4979 0.3681 0.776
O -1.8185 2.2919 0.1337 -0.560
C -3.0636 4.3574 -0.0495 -1.142
H -0.9309 5.3697 0.9983 0.348
H 0.1997 4.3076 0.1346 0.259
H -0.2125 4.0147 1.8472 0.292
H -3.1779 5.2174 0.6103 0.386
H -3.9463 3.7248 -0.1431 0.305
H -2.9213 4.8137 -1.0291 0.299
```

## Properties
- spin multiplicity = 1
- relative energy (zero: lowest compared OMol25 entry of this formula, charge and spin) (kcal per mole) = 0.0
- E_HOMO (eV) = -9.564
- charge = 0
- SMILES = CC(C)=O.CC(C)=O.CC(C)=O.CC(C)=O.CC(C)=O.ClCCl.ClCCl.ClCCl.ClCCl
- E (eV) = -130734.11536



[4]
Entry from OMol25: C40H35N2O6OsPS2 as an isolated structure (ωB97M-V/def2-TZVPD).

XYZ file:
```
87
Properties=species:S:1:pos:R:3:mulliken_charge:R:1
Os 0.7138 -0.5173 0.4262 1.613
C 5.5904 -4.6650 -2.3760 -1.528
C 4.1735 -4.2096 -2.1913 0.917
C 3.8445 -2.8524 -2.2509 -1.116
C 2.5435 -2.4293 -2.0531 -0.264
C 1.5583 -3.3792 -1.7900 0.179
C 1.8532 -4.7359 -1.7406 -0.452
C 3.1612 -5.1362 -1.9440 -0.836
S -0.0477 -2.8207 -1.4153 1.015
O -1.0037 -3.8729 -1.4818 -0.668
O -0.2832 -1.5408 -2.0527 -0.372
N 0.0316 -2.3408 0.2040 -0.593
C 0.4690 -3.3337 1.1510 -0.037
C 1.9068 -2.9230 1.5589 0.313
O 2.7379 -3.6668 1.9585 -0.587
O 2.0544 -1.5899 1.4149 -0.874
H 6.1843 -3.9209 -2.9032 0.382
H 5.6333 -5.6023 -2.9289 0.411
H 6.0548 -4.8378 -1.4027 0.310
H 4.6179 -2.1267 -2.4702 0.430
H 2.2866 -1.3776 -2.1260 0.585
H 1.0666 -5.4592 -1.5664 0.583
H 3.4031 -6.1912 -1.9155 0.457
H 0.4332 -4.3468 0.7572 0.528
H -0.1303 -3.2935 2.0648 0.214
O 3.3158 0.8008 0.6733 -0.562
N 2.0116 0.9275 1.1275 0.727
C 1.8034 1.9871 1.8052 -0.484
C 0.5895 2.3852 2.5066 0.399
C 0.7253 3.5755 3.2253 -0.949
C -0.2849 4.0440 4.0489 -0.880
C -1.4480 3.3080 4.1864 -0.797
C -1.5991 2.1199 3.4812 -0.423
C -0.6098 1.6579 2.6216 0.460
P -0.9788 0.0777 1.8182 2.102
C -2.4981 0.2432 0.8769 0.898
C -3.0037 -0.9023 0.2552 -0.477
C -4.1516 -0.8198 -0.5147 -1.089
C -4.7987 0.3995 -0.6657 -0.704
C -4.2932 1.5397 -0.0567 -0.851
C -3.1383 1.4692 0.7069 -0.843
C -1.2019 -1.0949 3.1548 0.712
C -2.4371 -1.6687 3.4468 -0.582
C -2.5415 -2.5537 4.5123 -0.768
C -1.4278 -2.8554 5.2812 -0.607
C -0.1965 -2.2710 4.9987 -0.670
C -0.0805 -1.3917 3.9376 -0.587
H 3.5377 -0.1314 0.8576 0.421
H 2.6635 2.6418 1.9170 0.470
H 1.6511 4.1329 3.1493 0.490
H -0.1514 4.9676 4.5952 0.473
H -2.2381 3.6473 4.8428 0.476
H -2.5095 1.5445 3.6058 0.538
H -2.5039 -1.8562 0.3659 0.550
H -4.5403 -1.7085 -0.9936 0.512
H -5.7030 0.4594 -1.2573 0.470
H -4.8000 2.4890 -0.1732 0.480
H -2.7471 2.3675 1.1669 0.332
H -3.3110 -1.4324 2.8547 0.459
H -3.4981 -3.0043 4.7406 0.468
H -1.5163 -3.5470 6.1087 0.442
H 0.6696 -2.5039 5.6035 0.475
H 0.8813 -0.9435 3.7120 0.379
O -0.1668 0.9651 -0.6414 -0.674
S 0.5227 1.3353 -2.0135 0.149
C 0.8581 3.0654 -1.8025 0.692
C 0.4229 3.7370 -0.6716 -0.011
C 0.7099 5.0910 -0.5564 -1.092
C 1.4191 5.7418 -1.5554 -0.590
C 1.8465 5.0488 -2.6827 -0.777
C 1.5694 3.6983 -2.8127 -0.479
C -0.8139 1.3927 -3.1616 0.844
C -1.9507 2.1343 -2.8636 -0.165
C -2.9710 2.1745 -3.7946 -0.711
C -2.8353 1.5028 -5.0065 -0.604
C -1.6884 0.7761 -5.2925 -0.793
C -0.6660 0.7072 -4.3586 -0.370
H -0.1470 3.2201 0.0899 0.508
H 0.3703 5.6385 0.3131 0.506
H 1.6387 6.7966 -1.4591 0.434
H 2.3980 5.5602 -3.4596 0.438
H 1.8978 3.1520 -3.6899 0.526
H -2.0335 2.6633 -1.9222 0.304
H -3.8693 2.7410 -3.5863 0.491
H -3.6333 1.5509 -5.7357 0.425
H -1.5946 0.2557 -6.2356 0.457
H 0.2232 0.1207 -4.5513 0.424
```

## Properties
- spin multiplicity = 1
- relative energy (zero: lowest compared OMol25 entry of this formula, charge and spin) (kcal per mole) = 0.0
- E_HOMO (spin up / spin down) (eV) = -14.138 / -14.121
- charge = +2
- E (eV) = -90724.39468



[5]
Entry from OMol25: a 2-piece molecular cluster, C7H14N3O2S overall in a non-equilibrium geometry (ωB97M-V/def2-TZVPD).

XYZ file:
```
27
Properties=species:S:1:pos:R:3:mulliken_charge:R:1
C 2.9654 -0.7546 -0.7600 -0.626
C 1.6026 -1.0415 -0.6768 0.329
C 1.8118 1.1344 -0.6226 0.461
C 0.8728 -2.3365 -0.7714 -0.834
C 1.5688 2.5588 -0.7503 -1.365
C -2.1279 0.3557 1.4512 -0.787
C -2.9326 -1.2630 -0.0974 -0.878
N 0.9272 0.1261 -0.5494 0.015
N 3.0569 0.6292 -0.7125 -0.056
N -2.4706 0.1113 0.1466 0.160
O -1.6859 2.2742 -1.0424 -0.442
O -1.8358 0.2139 -2.4158 -0.483
S -1.7097 0.8571 -1.1188 1.210
H 3.8477 -1.3974 -0.6254 0.357
H 0.5244 -2.6312 0.3332 0.159
H 0.0168 -2.2456 -1.4917 0.208
H 1.6619 -3.0615 -1.1593 0.327
H 1.6549 2.7632 -1.7932 0.328
H 0.6384 3.0024 -0.4275 0.309
H 2.2565 3.1089 -0.0500 0.378
H -1.1298 0.0760 1.8906 0.294
H -2.0113 1.4666 1.2645 0.320
H -2.9822 -0.0720 2.0585 0.381
H -2.8324 -1.6571 -1.1836 0.284
H -2.4279 -1.8952 0.6045 0.395
H -4.0896 -1.3551 -0.0701 0.297
H 3.9437 1.1358 -0.8741 0.259
```

## Properties
- spin multiplicity = 1
- relative energy (zero: lowest compared OMol25 entry of this formula, charge and spin) (kcal per mole) = 0.0
- E_HOMO (eV) = -11.965
- charge = +1
- E (eV) = -26876.35454



[6]
Entry from OMol25: a 2-piece molecular cluster, C4H10N overall in a non-equilibrium geometry (ωB97M-V/def2-TZVPD).

XYZ file:
```
15
Properties=species:S:1:pos:R:3:mulliken_charge:R:1
C -0.5176 0.3984 -1.2749 -0.221
N -0.6602 -0.6383 -0.4108 0.347
C -0.2948 -0.3265 0.8638 -0.253
C -0.4344 1.2352 0.9581 -0.450
C 0.1776 1.6034 -0.4743 -0.402
H -1.4705 0.7904 -1.7009 0.374
H 0.1339 0.1172 -2.1468 0.372
H 1.3007 -4.5361 0.0643 -0.075
H 2.0085 -4.5965 -0.0334 0.076
H -0.8250 -0.8533 1.6876 0.365
H 0.7983 -0.5546 1.0639 0.385
H 0.0727 1.7031 1.8002 0.392
H -1.4856 1.5306 0.9332 0.351
H -0.0694 2.6235 -0.7677 0.380
H 1.2656 1.5034 -0.5623 0.357
```

## Properties
- spin multiplicity = 2
- relative energy (zero: lowest compared OMol25 entry of this formula, charge and spin) (kcal per mole) = 164.1
- E_HOMO (spin up / spin down) (eV) = -19.945 / -19.944
- charge = +2
- expectation value of S² = 0.756
- E (eV) = -5772.00218